Entry from the OMol25 dataset: a structure of composition C37H56N3NiO6PSi (ωB97M-V/def2-TZVPD).

```
105
Properties=species:S:1:pos:R:3:mulliken_charge:R:1
Ni 1.47 -0.16 0.70 1.020
C 1.81 1.55 3.40 -0.893
C 2.61 2.14 2.26 -1.275
N 1.93 1.93 0.98 -0.497
C 0.59 2.46 0.83 -1.550
C -1.32 1.04 1.61 -1.244
N -1.32 -0.39 1.86 0.245
C -1.01 -0.86 3.20 -0.676
C 0.17 -0.19 3.94 -0.992
N 1.29 0.22 3.08 -0.179
H 2.42 1.56 4.31 0.465
H 0.95 2.19 3.60 0.506
H 2.79 3.20 2.48 0.451
H 3.59 1.66 2.17 0.400
H 2.55 2.16 0.21 0.459
H 0.28 3.04 1.70 0.172
H 0.52 3.07 -0.06 0.437
H -1.14 1.61 2.52 0.355
H -2.28 1.35 1.19 0.451
H -0.72 -0.82 1.17 -0.980
H -1.88 -0.73 3.84 0.371
H -0.84 -1.94 3.12 0.344
H -0.20 0.70 4.43 0.487
H 0.50 -0.86 4.74 0.496
H 2.04 -0.45 3.14 0.164
O 4.72 0.73 0.01 -0.788
C 4.04 -0.24 -0.32 -0.164
O 2.87 -0.23 -0.85 -0.596
C 4.55 -1.65 -0.05 0.302
C 5.92 -1.91 -0.11 -0.613
C 6.38 -3.21 0.05 -0.595
C 5.49 -4.25 0.29 -0.729
C 4.13 -3.98 0.40 -0.254
C 3.65 -2.68 0.23 -0.156
P 1.87 -2.31 0.47 1.860
C 1.03 -3.03 -0.97 0.822
C 1.72 -3.47 -2.10 -0.916
C 1.03 -3.90 -3.23 -0.799
C -0.36 -3.89 -3.24 -0.794
C -1.06 -3.44 -2.13 -0.883
C -0.37 -3.00 -1.01 -0.341
C 1.47 -3.45 1.88 0.361
C 2.17 -3.23 3.07 -0.480
C 1.84 -3.91 4.23 -0.711
C 0.79 -4.82 4.23 -0.603
C 0.09 -5.06 3.05 -0.673
C 0.43 -4.38 1.88 -0.187
H 6.59 -1.08 -0.30 0.493
H 7.45 -3.41 -0.02 0.402
H 5.85 -5.26 0.41 0.427
H 3.44 -4.79 0.63 0.487
H 2.80 -3.45 -2.11 0.376
H 1.58 -4.23 -4.11 0.399
H -0.90 -4.23 -4.12 0.410
H -2.14 -3.42 -2.14 0.481
H -0.92 -2.61 -0.16 0.346
H 3.01 -2.54 3.07 0.450
H 2.41 -3.74 5.14 0.447
H 0.52 -5.35 5.13 0.389
H -0.71 -5.78 3.04 0.436
H -0.11 -4.59 0.97 0.397
C 0.04 0.14 -2.61 -0.596
C 0.10 1.59 -3.07 2.002
C -0.48 1.74 -4.48 -1.939
C 1.54 2.09 -3.02 -1.692
O -0.64 2.42 -2.14 -0.157
Si -2.25 2.45 -1.81 -1.693
O -0.32 1.36 0.63 2.466
O -2.45 3.32 -0.43 0.365
C -2.56 4.73 -0.14 1.662
C -1.27 5.17 0.52 -1.496
C -2.80 5.52 -1.43 -1.671
C -3.74 4.90 0.81 -1.699
O -2.78 0.93 -1.53 1.821
C -4.07 0.31 -1.64 1.541
C -4.00 -0.98 -0.83 -1.479
C -4.33 -0.01 -3.11 -1.778
C -5.15 1.23 -1.09 -1.608
H 0.64 -0.48 -3.28 0.826
H -0.99 -0.22 -2.60 -0.259
H 0.46 0.05 -1.61 -0.328
H 0.11 1.16 -5.19 0.450
H -0.46 2.79 -4.78 0.386
H -1.51 1.39 -4.51 0.260
H 2.11 1.65 -3.84 0.412
H 2.02 1.80 -2.09 0.055
H 1.56 3.18 -3.12 0.411
H -0.42 4.99 -0.15 0.233
H -1.11 4.61 1.45 0.264
H -1.31 6.24 0.75 0.556
H -1.95 5.42 -2.11 0.278
H -2.92 6.58 -1.19 0.482
H -3.70 5.17 -1.94 0.371
H -3.56 4.31 1.72 0.338
H -4.65 4.54 0.34 0.348
H -3.87 5.95 1.08 0.389
H -3.12 -1.55 -1.13 -0.068
H -4.90 -1.58 -1.00 0.478
H -3.92 -0.76 0.24 0.373
H -3.53 -0.64 -3.50 0.310
H -4.36 0.91 -3.70 0.343
H -5.28 -0.53 -3.24 0.434
H -4.93 1.50 -0.05 0.272
H -6.13 0.74 -1.12 0.480
H -5.21 2.15 -1.68 0.315
```

Calculated values
Max |F|   0.7 eV/A
⟨S²⟩   2.010
Energy above the lowest of the compared OMol25 structures with the same formula, charge and spin   5.861 eV
2S+1   3
Gap between HOMO and LUMO (spin up / spin down)   0.275 / 0.264 Ha

Entry from the OMol25 dataset: a cluster of 2 separate species, C14H18N4 in total in a non-equilibrium geometry (ωB97M-V/def2-TZVPD).

```
36
Properties=species:S:1:pos:R:3:mulliken_charge:R:1
C 2.44 0.79 3.74 -0.703
C 1.19 0.02 4.18 -0.460
C -0.08 0.65 3.59 -0.911
N 0.04 0.82 2.12 0.086
C -0.59 -0.05 1.27 -0.246
C -0.52 0.06 -0.11 -0.086
C -0.85 -0.97 -0.98 -0.305
C -0.69 -0.93 -2.39 0.807
C -0.78 -2.12 -3.14 -0.472
C -0.59 -2.11 -4.50 -0.562
C -0.32 -0.92 -5.16 -0.347
C -0.21 0.26 -4.44 -0.701
C -0.39 0.27 -3.08 -0.260
C 1.22 1.59 1.69 -0.666
C 2.49 0.92 2.21 -0.566
H 2.43 1.79 4.19 0.306
H 3.35 0.30 4.12 0.348
H 1.26 -1.02 3.86 0.278
H 1.12 -0.02 5.28 0.357
H -0.96 0.04 3.81 0.432
H -0.27 1.64 4.04 0.323
H -1.07 -0.91 1.69 0.391
H -0.16 0.98 -0.53 0.302
H -1.19 -1.89 -0.53 0.302
H -0.98 -3.04 -2.62 0.339
H -0.65 -3.03 -5.06 0.381
H -0.17 -0.92 -6.22 0.383
H 0.01 1.18 -4.96 0.382
H -0.32 1.19 -2.53 0.406
H 1.25 1.66 0.60 0.299
H 1.13 2.62 2.06 0.306
H 3.39 1.46 1.88 0.343
H 2.57 -0.08 1.77 0.292
N -3.79 0.60 -1.18 -0.649
N -4.37 -0.08 -1.95 0.477
N -4.96 -0.76 -2.71 -0.605
```

Calculated values
Max |F|   2.1 eV/A
Energy above the lowest of the compared OMol25 structures with the same formula, charge and spin   4.136 eV
Gap between HOMO and LUMO   0.140 Ha

Entry from the OMol25 dataset: the molecule C2HClF4S in a non-equilibrium geometry (ωB97M-V/def2-TZVPD).

```
9
Properties=species:S:1:pos:R:3:mulliken_charge:R:1
C -2.29 0.28 0.42 0.028
C 1.66 -0.24 -0.33 0.683
F -2.00 0.18 1.81 -0.217
F 1.05 0.02 0.78 -0.218
F 2.31 -1.37 -0.17 -0.210
F 2.56 0.72 -0.55 -0.215
S 0.50 -0.34 -1.69 -0.232
Cl -1.33 -0.56 -0.53 0.119
H -2.45 1.31 0.24 0.263
```

Calculated values
Max |F|   4.1 eV/A
Energy above the lowest of the compared OMol25 structures with the same formula, charge and spin   3.360 eV
Gap between HOMO and LUMO (spin up / spin down)   0.291 / 0.292 Ha

Entry from the OMol25 dataset: a cluster of 18 separate species, C19H74N12O18 in total in a non-equilibrium geometry (ωB97M-V/def2-TZVPD).

```
123
Properties=species:S:1:pos:R:3:mulliken_charge:R:1
C 0.39 -5.39 -4.14 -0.708
O -0.45 -4.66 -3.33 -0.373
H -0.06 -5.70 -5.08 0.237
H 1.25 -4.72 -4.23 0.236
H 0.58 -6.32 -3.60 0.338
H -0.28 -5.02 -2.45 0.280
C 2.82 3.50 -0.22 -0.550
O 1.53 3.38 0.31 0.038
H 3.44 2.70 0.19 0.192
H 2.75 3.21 -1.27 0.036
H 3.28 4.48 -0.18 0.315
H 1.25 2.54 -0.05 0.213
C 0.52 0.67 3.46 -0.536
O 0.97 -0.49 4.13 -0.296
H 0.47 1.57 4.06 0.512
H 1.26 1.07 2.77 0.032
H -0.41 0.48 2.92 0.075
H 1.55 -0.08 4.78 0.235
C 3.63 -0.24 -1.47 -0.042
O 4.94 -0.54 -1.06 -0.573
H 3.39 -0.63 -2.46 0.267
H 2.88 -0.56 -0.74 0.124
H 3.34 0.81 -1.51 -0.169
H 5.03 0.14 -0.39 0.389
C 0.19 2.23 -3.50 -1.135
O 1.22 1.35 -3.11 -0.107
H 0.41 2.72 -4.44 0.392
H -0.83 1.96 -3.78 0.404
H 0.24 3.07 -2.81 0.276
H 2.01 1.68 -3.54 0.043
C 0.17 6.55 2.44 -0.770
O 0.42 5.20 2.27 -0.409
H 0.90 7.22 1.98 0.343
H -0.87 6.79 2.20 0.279
H 0.26 6.71 3.51 0.288
H 0.76 4.86 1.44 0.298
C -1.71 6.06 -0.91 0.131
O -0.85 7.17 -1.26 -0.575
H -1.21 5.21 -1.37 -0.169
H -1.88 5.97 0.16 0.016
H -2.71 6.26 -1.31 0.295
H 0.03 6.86 -1.49 0.297
C -1.10 -1.72 -3.67 0.089
O -1.62 -1.62 -5.02 -0.607
H -0.13 -2.23 -3.68 0.121
H -0.91 -0.73 -3.26 -0.224
H -1.81 -2.13 -2.96 0.261
H -0.90 -1.31 -5.57 0.294
C 0.06 -0.39 -0.05 -0.268
O 0.53 0.88 -0.40 0.651
H 0.36 -1.21 -0.70 0.445
H 0.29 -0.46 1.02 -0.448
H -1.03 -0.45 -0.08 -0.043
H 0.43 1.00 -1.35 -0.295
C 3.22 -1.88 2.23 -0.474
O 3.71 -0.50 2.57 -0.547
H 3.09 -2.51 3.11 0.334
H 2.31 -1.95 1.64 0.027
H 4.12 -2.17 1.69 0.411
H 3.30 0.15 1.99 0.241
C 1.52 -0.74 -6.49 -0.233
O 0.48 0.01 -6.00 -0.528
H 1.40 -1.76 -6.11 0.086
H 1.38 -0.67 -7.57 0.351
H 2.45 -0.26 -6.22 0.084
H 0.68 0.93 -6.22 0.243
C -2.61 3.05 3.19 0.666
O -3.57 2.33 3.03 -0.857
N -2.40 3.98 4.03 -0.347
N -1.61 2.94 2.37 0.637
H -1.44 4.28 4.14 0.104
H -3.05 4.29 4.73 0.243
H -0.89 3.63 2.53 -0.053
H -1.63 2.42 1.51 -0.335
C -1.11 -3.20 3.42 -0.010
O -1.61 -4.24 3.16 -0.662
N -1.10 -2.25 2.57 0.737
N -0.53 -2.86 4.49 -0.012
H -0.69 -1.38 2.88 -0.416
H -1.58 -2.38 1.69 -0.049
H 0.18 -2.14 4.48 0.120
H -0.58 -3.49 5.28 0.301
C -3.50 1.89 -0.46 0.559
O -3.64 3.16 -0.49 -0.771
N -3.44 1.13 -1.60 -0.303
N -3.40 1.19 0.59 -0.174
H -3.80 1.68 -2.36 0.244
H -3.46 0.12 -1.67 0.123
H -3.32 0.19 0.53 -0.112
H -3.66 1.61 1.47 0.453
C 4.45 2.04 -4.27 0.650
O 3.38 2.49 -4.37 -0.732
N 4.68 0.85 -4.68 -0.226
N 5.54 2.70 -4.09 -0.468
H 5.59 0.40 -4.62 0.174
H 3.87 0.39 -5.06 0.048
H 6.47 2.35 -3.89 0.175
H 5.25 3.66 -3.96 0.270
C -3.39 -3.92 0.19 0.640
O -2.53 -3.03 0.03 -0.601
N -4.71 -3.74 0.31 -0.420
N -3.11 -5.19 0.09 -0.258
H -5.36 -4.51 0.32 0.153
H -5.09 -2.82 0.14 0.242
H -3.72 -5.98 -0.05 0.169
H -2.15 -5.48 0.21 0.155
C 0.58 -5.81 0.27 0.601
O -0.41 -6.06 -0.37 -0.750
N 1.82 -6.25 0.12 -0.405
N 0.62 -5.11 1.37 -0.245
H 2.63 -5.90 0.63 0.140
H 1.94 -6.86 -0.67 0.253
H -0.25 -4.60 1.40 -0.051
H 1.41 -4.63 1.78 0.278
C -3.86 -1.11 5.72 -1.115
C -2.64 -0.24 6.02 0.403
O -1.74 -0.85 6.87 -0.577
H -3.58 -2.14 5.55 0.268
H -4.33 -0.71 4.82 0.256
H -4.59 -1.17 6.53 0.354
H -2.99 0.63 6.59 0.376
H -2.19 0.06 5.08 -0.273
H -1.59 -1.77 6.64 0.288
```

Calculated values
Max |F|   7.0 eV/A
Gap between HOMO and LUMO   0.337 Ha